#i
20
Properties=species:S:1:pos:R:3 method="wB97M-V/def2-TZVPD" homo_lumo_gap_ev="7.25 / 7.11" homo_ha="-0.22984 / -0.22644"
C -2.05 1.60 0.32
C -0.81 0.89 0.75
N -0.34 -0.26 0.19
C -1.16 -1.47 0.08
C 0.95 -0.27 -0.18
C 1.84 -1.43 0.15
C 1.53 0.92 -0.88
H -2.79 0.93 -0.13
H -2.53 2.10 1.17
H -1.83 2.38 -0.43
H -0.05 1.45 1.29
H -1.05 -1.91 -0.91
H -0.86 -2.20 0.84
H -2.21 -1.20 0.27
H 2.85 -1.06 0.37
H 1.51 -1.96 1.06
H 1.95 -2.18 -0.65
H 0.72 1.56 -1.25
H 2.12 0.57 -1.75
H 2.21 1.55 -0.29

#ii
20
Properties=species:S:1:pos:R:3 method="wB97M-V/def2-TZVPD" homo_lumo_gap_ev=8.81 homo_ha=-0.28115
C -1.42 -0.91 -2.57
C -0.39 -0.02 -1.87
C -0.62 0.04 -0.39
N 0.37 0.41 0.41
C 1.55 -0.18 0.75
C 0.61 0.23 1.83
C 0.70 1.47 2.67
H -2.44 -0.54 -2.40
H -1.36 -1.93 -2.20
H -1.24 -0.92 -3.66
H 0.63 -0.38 -2.05
H -0.44 1.00 -2.29
H 0.03 -1.78 0.02
H -1.63 0.20 -0.02
H 2.55 0.18 0.52
H 0.84 -1.63 0.30
H 0.04 -0.60 2.27
H 1.28 1.26 3.59
H 1.21 2.27 2.13
H -0.29 1.84 2.98

#iii
20
Properties=species:S:1:pos:R:3 method="wB97M-V/def2-TZVPD" homo_lumo_gap_ev=9.35 homo_ha=-0.30597 smiles=C[C@H]1N(C)C1(C)C
C 1.23 -2.09 0.05
C 0.98 -0.53 0.20
N 0.48 0.63 -0.88
C 0.62 2.12 -0.76
C -0.40 0.05 0.08
C -0.99 0.84 1.23
C -1.32 -0.92 -0.64
H 1.65 -2.45 -0.89
H 1.92 -2.44 0.84
H 0.32 -2.69 0.23
H 1.76 -0.12 0.82
H -0.22 2.57 -1.33
H 0.53 2.57 0.24
H 1.52 2.51 -1.22
H -1.39 0.14 1.96
H -0.22 1.43 1.74
H -1.79 1.53 0.93
H -0.68 -1.52 -1.30
H -2.04 -0.40 -1.28
H -1.82 -1.58 0.07

#iv
20
Properties=species:S:1:pos:R:3 method="wB97M-V/def2-TZVPD" homo_lumo_gap_ev=9.58 homo_ha=-0.32196
C 1.45 0.83 1.35
C 0.57 1.04 0.14
C -0.72 1.84 0.43
C -0.01 -0.34 -0.38
C -0.38 -0.38 -1.74
C -0.51 -2.49 -0.07
N 0.09 -1.25 0.52
H 2.08 -0.04 1.16
H 1.08 0.66 2.37
H 2.16 1.63 1.63
H 1.15 1.50 -0.66
H -1.22 2.04 -0.52
H -0.65 2.83 0.90
H -1.38 1.22 1.04
H 0.17 -0.99 -2.45
H -0.61 0.56 -2.22
H -1.45 -2.29 -0.60
H 0.22 -2.88 -0.79
H -0.76 -3.18 0.73
H -1.27 -0.30 -0.85

It is #iii that is the most stable of them.